1.
48
Properties=species:S:1:pos:R:3 method="wB97M-V/def2-TZVPD" orbital_gap_ev=10.552 e_lumo_ha=-0.186 total_charge=+2
Ba -17.1952 21.7274 -30.6824
C -15.1291 25.0312 -31.6294
O -15.7427 23.9991 -31.3238
N -13.9089 25.4133 -31.1629
N -15.6885 26.0008 -32.4265
H -13.4028 26.0675 -31.7293
H -13.4219 24.7366 -30.5972
H -16.6653 26.1473 -32.5829
H -15.0021 26.5694 -32.8848
C -20.7469 20.2571 -31.8645
O -19.6374 20.7818 -31.6760
N -21.0460 18.9732 -31.5106
N -21.7327 20.8664 -32.5608
H -20.4556 18.7078 -30.7374
H -21.9878 18.6390 -31.5960
H -22.6152 20.3946 -32.6043
H -21.5567 21.7726 -32.9585
C -19.6720 24.0357 -32.2130
O -19.1907 23.6314 -31.1597
N -21.0044 23.9651 -32.5311
N -18.9730 24.7802 -33.1391
H -21.5642 23.6477 -31.7546
H -21.3500 24.4894 -33.3077
H -17.9867 24.7829 -33.3234
H -19.5167 24.9712 -33.9603
C -12.6057 21.4980 -31.4259
C -14.0820 21.1607 -31.2847
C -14.3950 19.8013 -31.8951
O -15.8430 19.7605 -32.0946
C -16.1720 18.7626 -33.0598
N -14.5021 21.2878 -29.8854
H -12.0903 21.4612 -32.3828
H -12.0242 20.8941 -30.7256
H -12.5641 22.5318 -31.0690
H -14.7029 21.9234 -31.7577
H -13.9800 18.9626 -31.3300
H -13.8846 19.7817 -32.8601
H -17.1495 18.9107 -33.5141
H -15.9205 17.7312 -32.8150
H -15.5281 18.9938 -33.9198
H -13.8054 21.8369 -29.3951
H -14.5251 20.3643 -29.4625
O -18.1346 21.8343 -28.2817
H -18.7200 21.4953 -27.5936
H -17.8344 22.6857 -27.9453
O -17.6087 19.2739 -29.7202
H -16.8555 18.7777 -29.3750
H -18.3584 18.9678 -29.1970


2.
9
Properties=species:S:1:pos:R:3 method="wB97M-V/def2-TZVPD" e_above_lowest_kcal_mol=35.7 orbital_gap_ev=10.826 e_lumo_ha=0.044
C 0.1037 -0.1413 -1.3924
C -0.2555 0.5522 0.0344
C 0.3360 -0.8053 0.4948
N 0.5860 -1.2102 -0.8971
H 0.0061 0.1828 -2.4073
H 0.3493 1.4241 0.2515
H -1.3071 0.7278 0.2241
H 1.2546 -0.7384 1.0773
H -0.3605 -1.4761 0.9914


3.
15
Properties=species:S:1:pos:R:3 method="wB97M-V/def2-TZVPD" e_above_lowest_kcal_mol=11.6 orbital_gap_ev="8.094 / 6.818" e_lumo_ha="-0.175 / -0.222" multiplicity=2 total_charge=+1
O 1.1048 -0.6077 -2.8717
C 0.9758 -0.5652 -1.6019
O 1.8493 -0.8957 -0.7964
O -0.2114 -0.0353 -1.2572
C -1.1308 -0.6661 -0.3412
C -1.3984 0.1888 0.8771
H -0.7485 -1.6497 -0.0428
H -2.0434 -0.8600 -0.9177
H -1.4035 0.0330 1.9643
H -2.5020 0.1768 0.8919
O -0.8671 1.7392 0.7655
O 0.8757 1.5160 2.1248
C -0.0050 2.2505 1.6185
Li 3.5688 -0.7066 -2.0225
Cu 1.9357 0.0819 1.6091


4.
22
Properties=species:S:1:pos:R:3 method="wB97M-V/def2-TZVPD" e_above_lowest_kcal_mol=51.8 orbital_gap_ev=10.275 e_lumo_ha=0.034 smiles=CCCCCN.O
C -2.3600 0.5706 2.4803
C -0.8983 0.7609 2.0687
C -0.4518 -0.4925 1.2267
C -1.1201 -0.4530 -0.1279
C -0.3207 0.1263 -1.4481
N 0.7250 -0.7728 -1.9497
H -2.9683 0.7514 1.5171
H -2.6622 1.3376 3.2577
H -2.3668 -0.4590 3.0544
H -0.8449 1.7291 1.5883
H -0.3498 0.7847 2.9833
H -0.4844 -1.5372 1.7082
H 0.6556 -0.3420 1.0613
H -2.1124 0.2367 -0.1035
H -1.3495 -1.5531 -0.2381
H 0.0752 1.1303 -1.0617
H -0.9257 0.3483 -2.2467
H 0.8648 -1.6311 -1.3582
H 0.3997 -0.9493 -2.8447
O 3.9079 0.2608 -1.8659
H 3.4263 0.5270 -2.6258
H 3.2101 -0.1248 -1.3151


5.
13
Properties=species:S:1:pos:R:3 method="wB97M-V/def2-TZVPD" e_above_lowest_kcal_mol=26.1 orbital_gap_ev=9.769 e_lumo_ha=0.024 smiles="C=CO.O.O"
C -2.1414 -0.4091 -1.0832
C -1.9030 0.7241 -0.4313
O -0.7312 1.4050 -0.5156
H -3.1585 -0.8006 -1.0181
H -1.4138 -1.1939 -1.2370
H -2.7200 1.2459 0.0658
H -0.2453 1.5103 0.3120
O -0.1037 0.1536 2.0509
H 0.4028 -0.0574 2.8436
H -0.3660 -0.7187 1.7293
O 3.7568 -0.6729 -0.7610
H 4.0429 -0.6234 -1.6808
H 4.5805 -0.5629 -0.2746


6.
59
Properties=species:S:1:pos:R:3 method="wB97M-V/def2-TZVPD" e_above_lowest_kcal_mol=0.0 orbital_gap_ev=5.040 e_lumo_ha=0.046 total_charge=-1
C 4.5236 -1.2921 2.0501
C 3.1976 -1.4865 2.4415
C 2.4113 -0.3720 2.7169
C 2.9384 0.9029 2.6128
C 4.2549 1.1120 2.2133
C 5.0506 0.0001 1.9402
S 1.8089 2.2658 2.8844
O 2.0188 2.8037 4.2056
O 1.8260 3.1108 1.7125
C 0.3129 1.2727 2.8744
C -0.8213 1.6753 2.2336
C -2.1329 1.1036 2.3296
C -2.4791 0.2061 3.3573
C -3.7451 -0.3596 3.3635
C -4.7216 0.0481 2.4523
C -4.3706 0.8950 1.3989
C -3.1118 1.4772 1.3800
S 0.6660 -0.4554 3.1635
O -0.0474 -1.2364 2.1810
O 0.5629 -0.7252 4.5785
H 5.1408 -2.1590 1.8228
H 2.7483 -2.4729 2.5375
H 4.6239 2.1325 2.1198
H 6.0841 0.1531 1.6361
H -0.7452 2.5819 1.6272
H -1.7744 -0.0113 4.1581
H -3.9317 -1.1368 4.0883
H -5.7254 -0.3688 2.4755
H -5.0781 1.0876 0.5956
H -2.8317 2.2181 0.6289
C -2.1277 -7.7651 6.0354
C -3.5011 -7.5104 6.0260
C -4.0057 -6.4052 5.3433
C -3.1263 -5.5617 4.6634
S -3.7590 -4.0572 3.9121
C -3.5566 -4.3241 2.2123
C -4.5142 -4.0111 1.2146
C -4.7779 -4.8671 0.0905
C -5.5691 -4.4392 -0.9521
C -6.0480 -3.1122 -0.9752
N -6.6168 -2.6164 -2.1733
O -6.9648 -1.4175 -2.2463
O -6.7407 -3.3953 -3.1478
C -5.8515 -2.2582 0.1367
C -5.1633 -2.7384 1.2252
O -5.1615 -4.0286 4.2719
O -2.8759 -3.0208 4.4189
C -1.7552 -5.8131 4.6488
C -1.2617 -6.9274 5.3271
H -1.7287 -8.6196 6.5829
H -4.1953 -8.1654 6.5468
H -5.0689 -6.1860 5.3636
H -2.7482 -5.0163 2.0206
H -4.3345 -5.8611 0.1127
H -5.8376 -5.0912 -1.7750
H -6.2564 -1.2479 0.0985
H -5.0035 -2.1289 2.1097
H -1.0829 -5.1331 4.1320
H -0.1948 -7.1344 5.3023


7.
34
Properties=species:S:1:pos:R:3 method="wB97M-V/def2-TZVPD" e_above_lowest_kcal_mol=55.8 orbital_gap_ev=9.901 e_lumo_ha=0.018 smiles=CCCCNC.O.O.O.O.O
C -0.1794 -2.3293 -1.4633
C -1.6786 -2.2330 -1.1555
C -2.0516 -0.7500 -0.7196
C -1.7180 -0.2867 0.7301
N -1.4404 1.1403 0.6635
C -1.5377 1.7697 1.9369
H 0.0764 -2.2292 -2.5013
H 0.3990 -3.1304 -1.0000
H 0.3554 -1.4301 -0.9609
H -2.1953 -2.4129 -2.0686
H -2.0554 -2.9785 -0.4185
H -1.2631 -0.1435 -1.4199
H -3.0582 -0.4645 -0.9517
H -2.3450 -0.6682 1.5915
H -0.8737 -0.8664 1.1038
H -1.8611 1.6090 -0.0638
H -1.0379 2.7821 2.0115
H -2.7037 1.7279 2.2043
H -0.7336 1.5271 2.7348
O -0.0638 2.2498 -2.9575
H -0.6274 1.5523 -3.1543
H 0.5892 1.8641 -2.4388
O 1.6755 -0.9975 2.5388
H 1.6666 -1.8613 2.3091
H 1.8004 -0.5046 1.7658
O 3.7361 0.4235 1.3655
H 3.3228 1.1390 1.0265
H 3.1840 0.0260 2.0720
O 1.4615 2.0084 0.5127
H 0.5224 1.6384 0.4867
H 1.5369 2.6835 -0.0990
O 2.1641 -0.3748 -1.5219
H 3.1220 -0.4562 -1.4168
H 1.8115 -0.0242 -0.7419


8.
59
Properties=species:S:1:pos:R:3 method="wB97M-V/def2-TZVPD" e_above_lowest_kcal_mol=6.6 orbital_gap_ev=8.622 e_lumo_ha=-0.105 total_charge=+1
Cu 0.2248 1.4242 -0.2798
C 3.1765 1.0213 1.3050
Se 1.7091 -0.1626 0.8315
C 2.4336 -0.8127 -0.8677
C 2.5360 0.2278 -1.9721
Se 0.7784 0.8951 -2.5194
C 1.3642 2.5956 -3.2627
H 4.0828 0.4287 1.4006
H 2.9089 1.4538 2.2654
H 3.3018 1.8016 0.5593
H 1.7871 -1.6410 -1.1590
H 3.4189 -1.2276 -0.6562
H 3.0093 -0.2085 -2.8510
H 3.1266 1.0871 -1.6572
H 2.0111 2.4018 -4.1137
H 1.8795 3.1749 -2.5023
H 0.4758 3.1257 -3.5946
C -7.8261 2.1619 2.2314
O -6.5183 2.2336 2.8348
C -5.4923 2.0935 2.0149
O -5.5727 1.9488 0.8156
C -4.1519 2.1232 2.6796
C -3.9574 1.7098 3.9302
As -2.2860 1.6604 4.9618
C -1.7480 -0.1892 4.5558
C -1.0458 2.4990 3.6966
C -1.2665 2.8733 2.4375
As -2.8633 2.6471 1.3020
C -2.4902 0.7996 0.6864
C -0.1694 3.5592 1.7106
O 0.2160 3.2337 0.5896
O 0.3369 4.5888 2.3495
C 1.4713 5.2414 1.7374
C 0.3500 2.6168 4.2581
O 1.2288 1.9213 3.8077
O 0.5863 3.4265 5.2791
C -0.3865 4.4156 5.6688
C -5.0939 1.3554 4.8697
O -5.3605 2.0909 5.7735
O -5.6937 0.1592 4.7588
C -5.4012 -0.7102 3.6638
H -8.5258 2.2942 3.0489
H -7.9648 1.1938 1.7542
H -7.9346 2.9515 1.4919
H -2.4069 -0.8641 5.1018
H -0.7284 -0.3355 4.9085
H -1.7966 -0.3953 3.4886
H -2.9574 0.0835 1.3599
H -1.4160 0.5791 0.6974
H -2.9022 0.6704 -0.3114
H 1.7346 6.0474 2.4125
H 1.1935 5.6276 0.7600
H 2.2917 4.5326 1.6456
H 0.1819 5.2106 6.1405
H -1.0860 3.9894 6.3847
H -0.9116 4.8054 4.7983
H -5.8251 -1.6729 3.9335
H -4.3278 -0.8249 3.5125
H -5.8699 -0.3622 2.7430


9.
11
Properties=species:S:1:pos:R:3 method="wB97M-V/def2-TZVPD" e_above_lowest_kcal_mol=217.4 orbital_gap_ev="9.126 / 6.563" e_lumo_ha="-0.089 / -0.110"
C 0.2295 0.6999 0.1928
C -0.7062 -0.2022 0.3003
C 1.4693 0.7007 -0.6402
N -1.9057 -0.7508 0.6338
O -2.5924 -1.5199 0.0420
O -2.1703 -0.1134 1.6557
F 0.6658 -2.3923 -0.1713
H -0.0629 1.6834 0.5589
H 1.0884 0.9822 -1.6900
H 2.2293 1.2723 -0.3227
H 1.7552 -0.3598 -0.5594


10.
61
Properties=species:S:1:pos:R:3 method="wB97M-V/def2-TZVPD" e_above_lowest_kcal_mol=5.0 orbital_gap_ev=6.831 e_lumo_ha=-0.125 total_charge=+1
Pt 2.4594 -0.7510 -1.2950
I 1.8342 -0.0829 -4.0051
C 3.3019 -1.5298 -4.5121
I 4.1053 -2.2985 -2.6929
H 4.0954 -1.0644 -5.0832
H 2.8306 -2.3420 -5.0508
C 1.5771 -3.6094 0.9974
N 1.2486 -2.4163 1.7715
C -0.1263 -2.3822 2.2692
C 2.0738 -1.3662 1.8164
S 3.4111 -1.2671 0.6875
N 1.9978 -0.4597 2.7859
C 2.6250 0.8565 2.6365
C 1.4790 -0.7518 4.1204
H 1.0027 -4.4381 1.4080
H 2.6362 -3.8336 1.0755
H 1.3267 -3.4824 -0.0573
H -0.7838 -2.7328 1.4731
H -0.4182 -1.3697 2.5180
H -0.2533 -3.0336 3.1350
H 2.5543 1.1724 1.5990
H 3.6649 0.8324 2.9625
H 2.0723 1.5544 3.2649
H 1.4414 -1.8245 4.2831
H 0.4896 -0.3204 4.2780
H 2.1684 -0.3180 4.8439
N 1.3124 0.5680 -0.3848
P -0.2265 0.7815 -0.5955
C -0.5518 2.4327 -1.2684
C 0.5001 3.1051 -1.8818
C 0.2875 4.3522 -2.4551
C -0.9727 4.9294 -2.4096
C -2.0232 4.2673 -1.7844
C -1.8136 3.0230 -1.2123
C -1.1644 0.7722 0.9592
C -0.5969 1.4599 2.0339
C -1.2454 1.5025 3.2571
C -2.4626 0.8486 3.4210
C -3.0356 0.1725 2.3546
C -2.3926 0.1412 1.1218
C -1.1238 -0.3603 -1.6903
C -1.0262 -1.7250 -1.4171
C -1.6147 -2.6575 -2.2530
C -2.3117 -2.2323 -3.3798
C -2.4188 -0.8795 -3.6577
C -1.8283 0.0565 -2.8154
H 1.4835 2.6489 -1.8740
H 1.1078 4.8774 -2.9267
H -1.1376 5.9030 -2.8523
H -3.0024 4.7253 -1.7388
H -2.6326 2.5132 -0.7170
H 0.3532 1.9645 1.8966
H -0.8119 2.0538 4.0824
H -2.9694 0.8802 4.3767
H -3.9889 -0.3248 2.4774
H -2.8497 -0.3840 0.2920
H -0.4692 -2.0492 -0.5463
H -1.5352 -3.7141 -2.0309
H -2.7746 -2.9582 -4.0354
H -2.9627 -0.5467 -4.5320
H -1.9158 1.1113 -3.0436


11.
110
Properties=species:S:1:pos:R:3 method="wB97M-V/def2-TZVPD" e_above_lowest_kcal_mol=43.5 orbital_gap_ev=5.063 e_lumo_ha=0.121 total_charge=-2
Cs -0.3588 0.5752 0.9228
C 1.2088 -1.9394 -4.0446
O 0.6944 -2.4967 -2.8602
C 1.6746 -2.9208 -1.9532
C 2.5577 -1.8091 -1.3861
O 3.0642 -2.2852 -0.1540
C 3.9011 -1.3342 0.4595
H 1.9067 -2.6335 -4.5331
H 1.7185 -0.9911 -3.8596
H 0.3551 -1.7688 -4.6994
H 2.3099 -3.7022 -2.4063
H 1.1288 -3.3479 -1.1120
H 1.9581 -0.9016 -1.2323
H 3.3956 -1.5632 -2.0584
H 4.8373 -1.2185 -0.1080
H 4.1206 -1.6963 1.4643
H 3.4019 -0.3627 0.5274
O 2.4639 1.7637 -6.6316
C 1.1707 1.7670 -6.7774
O 0.6290 1.9538 -7.8537
C 0.3534 1.5090 -5.5595
C -1.0035 1.2323 -5.5740
Cl -2.0286 0.9918 -6.9091
N -1.4148 1.0420 -4.2969
N -0.3897 1.1832 -3.4574
C 0.6807 1.4723 -4.1691
C 2.0323 1.6191 -3.4823
O 3.0471 1.5489 -4.2419
O 2.0634 1.7458 -2.2646
C -2.6975 0.7388 -3.8056
C -2.8101 -0.1845 -2.7735
C -4.0576 -0.4706 -2.2512
C -5.1847 0.1730 -2.7322
C -5.0651 1.1035 -3.7503
C -3.8257 1.3807 -4.3020
H 2.7568 1.6454 -5.5735
H -1.9280 -0.6653 -2.3839
H -4.1424 -1.1987 -1.4613
H -6.1587 -0.0283 -2.3068
H -5.9443 1.6281 -4.0965
H -3.7324 2.1062 -5.0938
O 2.0380 1.5433 0.8259
C 2.3787 2.3652 1.9329
C 1.3429 2.0015 3.1269
O 1.2482 2.8261 4.0269
O 0.8035 0.8941 3.0092
C 3.7591 1.9782 2.4370
C 4.8934 2.6184 1.9503
C 6.1509 2.2837 2.4119
C 6.2974 1.2945 3.3705
C 5.1794 0.6234 3.8327
C 3.9219 0.9548 3.3640
C 2.3057 3.8341 1.6581
C 2.7877 4.7218 2.6230
C 2.7706 6.0866 2.4064
C 2.2747 6.5954 1.2177
C 1.7601 5.7277 0.2683
C 1.7630 4.3600 0.4888
H 2.4514 1.9019 0.0211
H 4.7825 3.3973 1.2103
H 7.0209 2.7995 2.0293
H 7.2792 1.0531 3.7546
H 5.2949 -0.1576 4.5749
H 3.0515 0.4332 3.7285
H 3.1690 4.3271 3.5504
H 3.1601 6.7620 3.1616
H 2.2902 7.6634 1.0314
H 1.3627 6.1228 -0.6582
H 1.3453 3.7134 -0.2698
I -2.0942 3.1628 -1.1537
C -4.1304 2.7575 -0.6508
C -5.1002 3.6205 -1.0835
C -6.4283 3.4312 -0.6746
C -6.7508 2.3795 0.1358
C -5.7722 1.4399 0.5185
C -6.1031 0.2955 1.2645
C -5.1352 -0.6279 1.5592
C -3.8006 -0.4048 1.1946
C -3.3734 0.7176 0.5029
C -4.4061 1.6235 0.1355
H -4.8448 4.4606 -1.7148
H -7.1888 4.1351 -0.9904
H -7.7658 2.2464 0.4944
H -7.1294 0.1536 1.5891
H -5.4049 -1.5383 2.0881
H -3.0787 -1.1695 1.4659
O -0.3771 -2.1549 0.5795
S 0.4530 -2.5359 1.7195
C 0.8170 -4.3149 1.5097
C 0.0444 -5.0989 0.6647
C 0.2679 -6.4587 0.5859
C 1.2691 -7.0449 1.3467
C 2.0606 -6.2566 2.1696
C 1.8363 -4.8956 2.2507
C -0.7249 -3.0425 3.0056
C -1.9881 -3.4768 2.6336
C -2.8534 -3.9725 3.5875
C -2.4639 -4.0261 4.9184
C -1.2160 -3.5470 5.2917
C -0.3426 -3.0622 4.3364
H -0.7194 -4.6291 0.0665
H -0.3295 -7.0703 -0.0736
H 1.4389 -8.1107 1.2941
H 2.8587 -6.7071 2.7457
H 2.4515 -4.2725 2.8825
H -2.2751 -3.4102 1.5956
H -3.8360 -4.3194 3.2976
H -3.1348 -4.4326 5.6631
H -0.9299 -3.5496 6.3344
H 0.6284 -2.6804 4.6102


12.
14
Properties=species:S:1:pos:R:3 method="wB97M-V/def2-TZVPD" e_above_lowest_kcal_mol=106.0 orbital_gap_ev="7.753 / 6.496" e_lumo_ha="-0.033 / -0.068"
C 0.9020 1.1105 -0.2380
C 2.5989 -0.3730 0.0113
C -0.0338 0.0539 -0.2166
C 0.4738 -1.2180 -0.1897
N 2.1739 0.8419 -0.0723
N 1.7740 -1.4810 -0.1604
N -1.3824 0.3642 -0.2181
N -2.6475 -1.6504 0.7024
O 2.2947 -2.6131 -0.2169
S -2.7344 -0.6230 -0.4540
H 0.6052 2.1359 -0.3877
H 3.6357 -0.5800 0.2129
H -1.5676 1.3555 -0.2795
H -3.0567 -2.5528 0.5173


13.
13
Properties=species:S:1:pos:R:3 method="wB97M-V/def2-TZVPD" e_above_lowest_kcal_mol=200.7 orbital_gap_ev=3.729 e_lumo_ha=-0.199
O 2.6657 0.8531 1.1139
C 2.6032 0.7724 -0.1086
O 1.9325 0.0042 -0.8479
C -0.5216 0.2311 0.6342
N -1.2392 -0.9591 0.7416
H 3.2728 1.5060 -0.6343
H -0.8321 1.0494 1.2770
H 0.5633 0.2288 0.8006
H -0.6192 0.4965 -0.4438
H -0.6885 -1.7512 1.0538
H -2.8356 -0.7304 -2.2206
H -1.9717 -1.1064 0.0288
O -2.3297 -0.5943 -1.3947


14.
14
Properties=species:S:1:pos:R:3 method="wB97M-V/def2-TZVPD" e_above_lowest_kcal_mol=72.0 orbital_gap_ev="6.941 / 6.942" e_lumo_ha="-0.246 / -0.246" total_charge=+1
C 0.8846 -0.1347 0.1259
C 0.0386 -1.0319 -0.1900
C -3.0338 -0.7945 2.1923
C 2.2006 0.9977 -1.0840
C 0.9038 1.2894 -0.7044
N -1.8046 -2.0606 -1.1831
N -0.9146 -1.4732 -0.8516
O -3.3522 -0.9464 3.2974
O -2.6254 -0.7307 1.1110
H 1.4770 -0.1712 1.0584
H 3.0619 1.0205 -0.3206
H 2.2952 0.7727 -2.0882
H 0.5961 1.9087 0.1241
H 0.2728 1.3541 -1.4871


Calculated total energy per entry: -1142.8873, -171.9981, -2178.6826, -329.4250, -306.6684, -2891.9760, -635.1455, -12219.2427, -421.4767, -2550.2302, -4007.4073, -847.0454, -360.5938, -453.0630 hartree
Max |F| per entry: 2.19, 3.47, 6.23, 5.47, 1.91, 1.46, 5.08, 0.18, 5.30, 0.49, 3.58, 1.19, 1.71, 3.74 eV/A